Formula: C34H76N10O13
Source: the OMol25 dataset
Level of theory: ωB97M-V with the def2-TZVPD basis set

Properties
LUMO energy ... 0.34 eV
HOMO-LUMO gap ... 0.340 Eh
Spin multiplicity ... 1
DFT total energy ... -78006.886 eV
SMILES ... C[C@H]1COC(=O)O1.CN(C)C=O.CN(C)C=O.CN(C)C=O.CN(C)C=O.CN(C)C=O.CN(C)C=O.CN(C)C=O.CN(C)C=O.CN(C)C=O.CN(C)C=O

Last column: Löwdin charge in e.
Geometry (Å):
H1 -1.8224 0.8840 4.2125  0.092
O1 -0.3883 -1.3283 -0.0418  0.067
N1 -4.4600 -1.6578 4.9446  -0.172
H2 -0.6356 -6.1000 -4.3357  0.080
C1 1.8790 0.8279 -6.2306  -0.055
C2 -0.8630 -3.8729 -3.3258  -0.321
C3 -0.9241 0.6637 -0.9105  -0.113
H3 -1.3240 -0.2342 2.7724  0.079
C4 -1.6313 3.7958 1.7116  -0.042
H4 0.9393 -6.2643 -3.7286  0.100
C5 5.8507 2.5512 1.2348  -0.035
H5 -3.4761 -2.1230 3.0753  0.076
H6 0.8397 -0.2671 -2.5522  0.067
C6 0.3334 -4.7407 -1.4571  -0.030
O2 3.8402 -3.4183 -1.8468  -0.027
C7 -1.2533 0.0409 3.8247  -0.028
C8 -2.2677 3.9210 -2.2653  -0.308
H7 7.8275 -1.9453 -2.8093  0.088
H8 -4.7203 2.6354 2.4000  0.090
H9 -1.2785 2.8026 1.4281  0.082
C9 -0.0927 -6.1651 -3.3899  -0.064
H10 2.6337 3.1513 1.4412  0.076
O3 6.2934 -0.7987 1.0536  -0.011
H11 -0.7539 1.7400 -0.9573  0.113
C10 -0.4757 5.4391 -1.4551  -0.032
H12 -4.3521 3.6024 0.9745  0.095
C11 0.2958 -0.1828 -0.4012  -0.278
H13 -5.0073 0.3213 5.7015  0.078
O4 -0.9269 -2.7194 -2.8534  -0.022
C12 4.5220 -1.7174 3.0266  -0.012
C13 -4.2800 -1.5142 3.4864  -0.047
C14 4.5976 -2.6545 -2.4275  -0.362
H14 -1.9466 4.4433 0.8920  0.075
H15 -0.7154 0.2415 -6.3484  0.086
O5 3.1635 2.6131 -1.1870  0.018
H16 -3.8687 3.7800 4.2783  0.135
N2 -6.2882 -0.4577 -0.4670  -0.177
N3 5.9122 -2.7998 -2.3410  -0.181
H17 3.6251 4.6471 1.1231  0.093
C15 -7.1010 -0.0800 -1.5108  -0.355
C16 3.0821 -2.2974 1.0532  -0.048
H18 -7.6216 -0.9569 -1.9273  0.129
H19 1.9717 0.3759 -1.5961  0.068
H20 3.0141 -3.2983 1.4797  0.100
C17 4.1445 2.3279 -0.5718  -0.366
N4 -2.8392 3.5866 2.4414  -0.197
H21 -2.7606 6.9202 -1.9902  0.091
H22 6.3325 1.6540 0.8471  0.064
H23 -2.5686 6.5399 -0.3598  0.084
C18 6.5096 -3.9004 -1.6078  -0.040
H24 -0.7882 4.2626 2.2175  0.097
H25 6.4568 -0.9518 -3.2671  0.082
C19 -2.9185 3.9142 3.7408  -0.317
H26 1.5993 1.8321 -5.9122  0.087
H27 2.8693 -2.3996 -0.0097  0.044
H28 -6.0552 1.4950 0.4723  0.082
H29 -6.2872 -0.6641 4.9896  0.086
H30 -5.5628 -1.0027 6.6201  0.078
H31 -4.7415 0.1940 0.5177  0.075
C20 -6.2590 -1.8933 -0.1238  -0.051
H32 -0.5705 0.6971 -4.6366  0.076
H33 -6.1328 0.1444 1.5943  0.075
H34 0.2100 4.6949 -1.8575  0.091
H35 -0.5265 -7.0440 -2.9146  0.095
C21 -3.9157 2.9594 1.7395  -0.058
H36 5.2490 -0.9228 3.1847  0.092
H37 4.2578 -1.8742 -3.1259  0.138
C22 -2.8427 6.0718 -1.3076  -0.079
H38 6.4028 3.4378 0.9203  0.089
O6 -1.5074 3.1307 -2.8368  -0.017
N5 0.1627 0.3666 4.0888  -0.161
C23 -0.2883 -0.0424 -5.3862  -0.036
O7 2.2588 -0.0966 4.6239  0.011
H39 -4.1493 -0.4855 3.1511  0.072
C24 1.7644 -1.4656 -5.3656  -0.397
H40 4.8817 -2.7189 3.2642  0.095
N6 -1.8719 5.0883 -1.7014  -0.199
C25 0.5238 1.6561 3.4511  -0.037
O8 -7.1956 1.0582 -1.8603  0.028
C26 -1.6674 -1.1470 0.2722  -0.529
O9 -1.9938 0.1066 -0.2106  0.030
H41 4.7823 1.5046 -0.9349  0.130
H42 1.2767 -4.1907 -1.4409  0.079
H43 -3.8727 5.7298 -1.2205  0.090
H44 -0.7627 -0.9773 -5.0863  0.071
H45 3.5497 -1.5203 3.4753  0.056
H46 0.6111 1.5239 2.3700  0.067
H47 -1.1800 0.5261 -1.9635  0.122
H48 1.4188 2.1133 3.8692  0.090
H49 1.0710 -2.0217 -4.7097  0.121
H50 -5.1715 -1.8890 2.9797  0.076
C27 -4.0382 -2.7047 5.6798  -0.368
H51 5.8054 -4.2299 -0.8438  0.082
H52 -0.1810 6.3798 -1.9226  0.091
H53 -5.2069 -2.1433 -0.2813  0.081
C28 5.1593 -1.1032 0.7298  -0.354
H54 -4.2463 -2.5199 6.7458  0.128
H55 4.7266 -1.0612 -0.2823  0.120
H56 -0.3111 -4.0630 -0.8949  0.083
N7 4.2662 -1.6353 1.5882  -0.178
C29 1.1320 -0.4924 4.4902  -0.342
H57 0.7620 0.2318 0.4935  0.132
H58 2.9044 0.8251 -5.8562  0.082
H59 0.4933 -5.6786 -0.9277  0.096
H60 3.9356 3.5193 2.4963  0.084
H61 -3.5082 2.0231 1.3543  0.077
C30 1.2782 -0.4681 -1.5745  0.016
O10 -2.4550 -1.9230 0.7536  0.132
N8 4.5155 2.8168 0.6514  -0.186
C31 -5.8006 0.4450 0.5994  -0.041
N9 1.1498 -0.3082 -5.6710  -0.167
H62 -6.3997 -2.0111 0.9507  0.067
C32 -5.3780 -0.6993 5.5903  -0.053
H63 6.6543 -4.7746 -2.2438  0.095
O11 2.8590 -1.8223 -5.6353  0.041
N10 -0.2845 -4.9139 -2.7408  -0.192
H64 0.7653 -1.4964 4.7559  0.145
H65 -1.4402 -0.8428 4.4363  0.085
H66 7.4037 -3.6059 -1.0600  0.091
O12 -1.9760 4.3951 4.4082  -0.033
H67 -0.3123 5.5648 -0.3840  0.078
H68 6.7049 -2.4017 -4.1818  0.091
H69 2.2443 -1.6560 1.3392  0.077
H70 -6.8146 -2.5979 -0.7393  0.086
H71 -0.2243 2.4487 3.4842  0.054
H72 5.7870 2.4364 2.3155  0.086
H73 1.9385 0.7757 -7.3181  0.088
H74 -1.2233 -4.1427 -4.3307  0.134
H75 1.7457 -1.4455 -1.4756  0.063
O13 -3.5533 -3.7284 5.2494  0.025
C33 3.6237 3.6090 1.4562  -0.053
H76 -3.3557 3.7687 -2.2021  0.139
C34 6.8052 -1.9813 -3.1801  -0.032

=====

Formula: C8H7NO2
Source: the OMol25 dataset
Level of theory: ωB97M-V with the def2-TZVPD basis set

Properties
LUMO energy ... -1.52 eV
HOMO-LUMO gap ... 0.250 Eh
Spin multiplicity ... 1
DFT total energy ... -13986.346 eV

Last column: Löwdin charge in e.
Geometry (Å):
C1 -1.4337 0.8061 -0.9952  -0.038
C2 1.1619 0.2931 -1.4130  -0.116
H1 -2.1073 0.5454 -1.8459  0.168
C3 -2.0525 0.0621 0.0143  -0.480
H2 3.0860 -0.7188 1.0043  0.064
O1 -3.3180 0.2461 0.0136  0.029
O2 -1.6884 -1.3666 1.8440  -0.003
H3 3.3318 0.4273 -1.0183  0.120
C4 -0.0594 0.3073 -0.8985  -0.111
H4 1.4972 1.0260 -2.2760  0.160
C5 1.0138 -0.8475 1.1211  0.029
N1 -1.2402 -0.6702 0.7283  -0.120
C6 2.3008 0.0939 -0.8194  -0.134
C7 2.2441 -0.4378 0.4830  -0.069
H5 -1.4420 1.9212 -0.8937  0.175
H6 -2.4798 -0.0616 2.3441  0.376
C8 -0.0420 -0.4717 0.3182  -0.228
H7 1.2275 -1.1542 2.2893  0.178

=====

Formula: C36H34Cl2O7P2S3Sr
Source: the OMol25 dataset
Level of theory: ωB97M-V with the def2-TZVPD basis set

Properties
LUMO energy ... 4.13 eV
HOMO-LUMO gap ... 0.229 Eh
Spin multiplicity ... 1
Charge ... -2
DFT total energy ... -129181.163 eV

Last column: Löwdin charge in e.
Geometry (Å):
H1 -3.2310 4.4323 1.3253  0.098
H2 6.1966 -4.8396 -0.5807  0.089
C1 6.1492 -1.9347 -1.9531  -0.082
H3 0.6075 5.0779 -1.7140  0.100
H4 -5.4821 -2.0798 -2.1065  0.091
C2 -1.3366 1.8236 -3.4810  -0.103
H5 -4.3254 -4.2458 -2.4538  0.089
C3 5.5445 -3.1581 -1.7298  -0.198
H6 7.4027 -4.2260 -1.7307  0.070
C4 -3.8264 1.4501 2.8307  -0.082
C5 4.1473 -3.2049 -1.6037  -0.227
H7 -1.8646 -4.3725 -2.2090  0.098
C6 -3.7551 -3.3574 -2.2074  -0.114
H8 -4.1859 -0.0730 -1.5031  0.095
H9 -3.4852 4.3266 5.3832  0.092
C7 5.3857 -0.7786 -2.0393  -0.672
C8 -1.8349 0.6971 0.5612  -0.585
C9 -2.3095 5.7188 -0.1212  -0.107
H10 -3.3405 4.2016 -4.8303  0.088
H11 -1.3152 2.8730 -5.3495  0.092
P1 -1.3523 0.4247 -1.0168  0.329
C10 1.8828 -4.1816 0.2989  -0.666
O1 2.4323 -4.8458 1.1757  0.014
C11 -3.5866 3.5225 4.6636  -0.101
H12 -5.6378 0.9489 3.8653  0.094
H13 3.4196 -3.7219 2.8710  0.012
C12 -3.6094 3.3030 -2.8986  -0.096
O2 -1.4338 -1.0435 3.6350  -0.608
C13 -4.7968 1.6300 3.8094  -0.090
S1 0.5942 0.0840 -1.3782  0.283
C14 -0.2274 4.9482 -1.0358  -0.083
C15 -1.9767 1.6426 -2.2582  -0.323
H14 1.6618 -3.9446 -1.8743  0.113
C16 -2.6164 3.3367 3.6926  -0.118
H15 -1.1930 6.7793 -1.6158  0.090
H16 -5.4365 2.8042 5.4887  0.088
O3 1.1848 0.7248 2.3487  -0.989
C17 -1.3686 3.6242 0.6283  -0.328
S2 0.3314 2.0176 2.6986  0.557
C18 -0.2851 3.8253 -0.2279  -0.101
H17 3.4218 0.0845 -1.9103  0.073
H18 -0.4347 1.2580 -3.6841  0.065
O4 -0.9385 -2.1068 5.7379  -0.479
P2 -1.4457 2.0056 1.5006  0.580
H19 -4.4872 3.8914 -2.6570  0.095
H20 0.5015 3.0788 -0.2695  0.091
Cl1 -0.3610 -1.3129 4.6553  0.825
C19 -1.2386 5.9012 -0.9820  -0.110
C20 -2.3781 -3.4276 -2.0747  -0.089
C21 -2.9645 3.4793 -4.1143  -0.113
C22 3.9309 -3.0266 3.5396  -0.420
C23 -2.2866 -1.0711 -1.5583  -0.316
H21 -1.7545 3.9946 3.6588  0.102
H22 6.0121 -5.1822 -2.2892  0.078
O5 0.6190 -2.1670 3.9070  -0.598
H23 3.1937 -2.3975 4.0351  0.019
H24 7.2269 -1.8760 -2.0455  0.102
C24 4.0172 -0.8193 -1.8849  -0.127
H25 3.3485 -1.9535 0.9920  0.014
H26 -3.6055 2.2475 -1.0218  0.096
C25 6.3407 -4.4212 -1.5786  -0.038
H27 2.0050 -5.6018 -1.3195  0.124
H28 4.4809 -0.6046 0.8035  0.027
C26 -4.4038 -2.1417 -2.0123  -0.102
S3 5.1126 -2.0179 2.6159  0.705
C27 -3.1180 2.3857 -1.9795  -0.109
C28 2.2306 -4.5481 -1.1639  -0.096
H29 -0.5671 -2.3365 -1.6593  0.048
H30 4.4913 -3.5853 4.2895  0.019
H31 -3.1031 6.4562 -0.0758  0.091
H32 2.3263 -2.0475 -1.4805  0.050
Cl2 6.1907 0.7536 -2.3286  0.602
C29 3.3931 -2.0419 -1.6598  -0.030
C30 -4.6821 2.6670 4.7224  -0.112
C31 -3.6747 -1.0122 -1.6815  -0.086
H33 -3.8797 0.6396 2.1121  0.088
O6 3.6304 -4.4432 -1.4132  -0.032
O7 1.0462 -3.2356 0.4420  -0.216
C32 -1.8278 2.7346 -4.4043  -0.100
C33 -1.6455 -2.2865 -1.7617  -0.107
H34 3.2599 -0.5435 2.0894  0.020
C34 3.9271 -1.2013 1.5276  -0.412
C35 -2.3780 4.5800 0.6732  -0.097
Sr1 0.0763 -1.2618 1.5871  1.315
C36 -2.7352 2.3042 2.7638  -0.349

=====

Q: Number 3 is which compound?
A: C36H34Cl2O7P2S3Sr